Entry from the Open Molecules 2025 dataset: a 13-piece molecular cluster, C56H151N13O15 overall in a non-equilibrium geometry (ωB97M-V/def2-TZVPD).

```
235
Properties=species:S:1:pos:R:3:mulliken_charge:R:1
C -0.15999 3.88549 2.08145 -0.761
O 0.43797 2.71931 1.58363 -0.156
C 1.33038 2.02605 2.40788 -0.593
C 1.52722 0.59103 1.74114 -0.751
N 1.89852 0.55156 0.32512 -0.319
C 1.57196 -0.69538 -0.32120 -0.551
C 1.71908 -0.44186 -1.77042 -0.867
O 0.86691 0.53724 -2.33901 -0.184
C 1.22759 0.70856 -3.66058 -0.916
H -0.65633 3.71512 3.03681 0.318
H -0.89239 4.36651 1.43314 0.133
H 0.66470 4.58216 2.23195 0.322
H 0.89790 2.01236 3.40832 0.446
H 2.31196 2.49459 2.33669 0.269
H 0.59416 0.02784 1.75890 0.406
H 2.22715 0.01849 2.34974 0.312
H 1.54959 1.38248 -0.13086 0.254
H 0.50047 -0.86652 -0.21770 0.312
H 2.10073 -1.50437 0.18282 0.368
H 1.35631 -1.33520 -2.27878 0.467
H 2.77553 -0.38385 -2.03243 0.469
H 0.92546 1.68666 -4.03494 0.273
H 1.07082 -0.06930 -4.40788 0.377
H 2.30770 0.85334 -3.68308 0.353
C -6.80084 -6.48009 6.50338 -0.691
O -6.95651 -5.19661 7.16866 -0.308
C -6.34977 -4.04015 6.61247 -0.285
C -6.80664 -2.76331 7.39223 -0.766
N -6.22841 -1.57230 6.90946 -0.286
C -7.06866 -1.01128 5.82712 -0.502
C -6.46165 0.09092 4.94500 -0.755
O -6.08139 1.24608 5.60888 -0.269
C -6.12032 2.46556 4.97796 -0.730
H -7.74471 -6.94146 6.79380 0.238
H -5.98793 -7.06176 6.93805 0.254
H -6.66095 -6.42452 5.42382 0.313
H -6.49957 -3.74908 5.57279 0.252
H -5.26960 -4.13300 6.72521 0.266
H -6.41163 -2.91907 8.39613 0.397
H -7.87543 -2.66152 7.58046 0.333
H -6.12633 -1.00861 7.74129 0.251
H -8.07823 -0.79795 6.17833 0.394
H -7.23306 -1.87596 5.18416 0.324
H -7.04469 0.20220 4.03079 0.438
H -5.50678 -0.30659 4.60105 0.297
H -6.92214 2.50798 4.24082 0.342
H -5.14896 2.61593 4.50683 0.256
H -6.38810 3.27873 5.65260 0.237
C 3.31259 1.24536 -10.82005 -1.483
C 4.30194 1.08930 -9.58213 0.607
C 4.88671 -0.39656 -9.51493 -0.596
O 3.76575 -1.35349 -9.37952 -0.283
C 3.72085 -2.20981 -8.18083 -0.717
N 5.25355 2.12002 -9.55517 -0.582
H 2.45471 0.57436 -10.77635 0.358
H 3.56000 0.96893 -11.84498 0.389
H 2.97503 2.26279 -11.01747 0.403
H 3.65030 1.26242 -8.72569 0.099
H 5.47220 -0.39402 -8.59553 0.313
H 5.39379 -0.75589 -10.41039 0.264
H 3.68843 -1.80273 -7.17022 0.299
H 4.66628 -2.74988 -8.23160 0.328
H 2.90976 -2.92715 -8.30595 0.215
H 5.96808 1.90317 -8.87508 0.178
H 5.70003 2.50072 -10.37725 0.202
C -3.22121 10.99299 3.46293 -1.351
C -2.07495 11.84818 4.02459 0.460
C -2.52508 13.28320 4.07455 -0.780
O -2.80416 13.82079 2.72522 -0.306
C -3.13723 15.20150 2.72513 -0.683
N -1.68460 11.28329 5.36023 -0.725
H -2.91207 9.95161 3.37318 0.412
H -3.31062 11.19288 2.39514 0.346
H -4.22135 11.03907 3.89386 0.292
H -1.26436 11.80450 3.29716 0.277
H -1.66446 13.80786 4.48949 0.367
H -3.25711 13.42551 4.86952 0.370
H -2.13452 15.61059 2.84886 0.284
H -3.78082 15.43352 3.57368 0.286
H -3.59078 15.30525 1.73940 0.230
H -2.49558 11.34577 5.95898 0.252
H -1.37910 10.32116 5.32752 0.271
C -4.34836 4.72511 -1.25208 -1.429
C -3.18959 4.08792 -2.10328 0.291
C -2.18916 5.29001 -2.45103 -0.483
O -2.90910 6.39341 -3.02463 -0.289
C -2.23891 7.57748 -3.11998 -0.795
N -2.47516 3.12803 -1.25853 -0.521
H -5.02239 5.20185 -1.96377 0.375
H -4.09731 5.50559 -0.53379 0.295
H -4.91856 3.96111 -0.72362 0.398
H -3.70626 3.65495 -2.95983 0.333
H -1.45268 4.89414 -3.15031 0.392
H -1.71486 5.62988 -1.53036 0.279
H -1.89189 8.07157 -2.21248 0.314
H -2.86144 8.31382 -3.62827 0.259
H -1.35362 7.45965 -3.74487 0.313
H -1.72105 2.76355 -1.82296 0.150
H -2.05602 3.37282 -0.37281 0.137
C -3.81676 4.89467 10.29138 -1.351
C -2.45295 4.64798 9.68598 0.518
C -1.41332 5.19408 10.79299 -0.683
O -0.03410 5.00953 10.42371 -0.394
C 0.75127 3.87184 10.86258 -0.562
N -2.15292 3.26520 9.38234 -0.731
H -4.53720 4.84965 9.47466 0.354
H -3.75826 5.87777 10.75849 0.325
H -4.15145 4.20097 11.06265 0.379
H -2.41013 5.15368 8.72134 0.295
H -1.61197 4.62303 11.69993 0.321
H -1.73648 6.22663 10.92533 0.347
H 0.58280 2.95870 10.29170 0.236
H 0.39051 3.72713 11.88092 0.260
H 1.83235 4.00660 10.82794 0.244
H -2.81024 2.91819 8.69851 0.237
H -1.22598 3.35266 8.99089 0.207
C 2.19839 -8.37923 -4.13701 -1.360
C 2.12053 -9.66183 -3.31782 0.595
C 2.43791 -11.00384 -4.02604 -0.706
O 2.62424 -12.11140 -3.05663 -0.333
C 2.91679 -13.38014 -3.56772 -0.699
N 2.98521 -9.55905 -2.15254 -0.700
H 3.19715 -8.09636 -4.46954 0.350
H 1.85386 -7.62250 -3.43219 0.319
H 1.51854 -8.38493 -4.98899 0.348
H 1.06295 -9.73234 -3.06352 0.142
H 3.32693 -10.72583 -4.59213 0.341
H 1.68969 -11.26541 -4.77428 0.393
H 3.49728 -13.24520 -4.48036 0.319
H 1.98348 -13.91026 -3.75745 0.242
H 3.52729 -14.00515 -2.91598 0.243
H 2.48940 -9.27100 -1.32111 0.209
H 3.45930 -10.39429 -1.83994 0.299
C -3.09543 -5.67056 -9.80973 -1.332
C -2.00781 -4.60700 -10.09520 0.561
C -2.00991 -3.45597 -9.05308 -0.510
O -3.19607 -2.65852 -9.26711 -0.319
C -3.16505 -1.46099 -8.50518 -0.677
N -0.72832 -5.24835 -10.13245 -0.709
H -4.12699 -5.36640 -9.98714 0.305
H -2.98691 -5.88563 -8.74669 0.309
H -2.92329 -6.57351 -10.39552 0.365
H -2.20208 -4.18738 -11.08226 0.185
H -1.20084 -2.73591 -9.17565 0.301
H -2.16910 -3.75109 -8.01594 0.269
H -2.19774 -1.05112 -8.79574 0.313
H -3.17931 -1.52299 -7.41704 0.253
H -4.04393 -0.85233 -8.71782 0.245
H 0.01689 -4.56722 -10.16134 0.196
H -0.55463 -5.84584 -10.92802 0.247
C -1.29755 -8.42316 1.40738 -1.351
C -1.46615 -7.52306 2.62749 0.689
C -1.11367 -8.25804 3.94258 -0.887
O -1.51235 -9.61264 3.94131 -0.325
C -1.07338 -10.47872 4.96530 -0.731
N -0.74623 -6.33261 2.49109 -0.747
H -2.04008 -9.22045 1.37436 0.310
H -0.34770 -8.95462 1.46599 0.276
H -1.46103 -7.83820 0.50229 0.420
H -2.52142 -7.25381 2.67230 0.174
H -1.46182 -7.81534 4.87582 0.438
H -0.02757 -8.27732 4.03266 0.422
H -1.91681 -11.03010 5.38088 0.214
H -0.56117 -9.87859 5.71736 0.345
H -0.35048 -11.14331 4.49220 0.252
H -1.04894 -5.92650 1.61727 0.262
H -1.05679 -5.75645 3.26029 0.238
C 4.83441 -5.07214 7.03922 -1.337
C 3.75525 -4.39138 6.15719 0.305
C 2.68644 -3.64184 6.92173 -0.712
O 1.74725 -3.04329 6.05783 -0.283
C 0.53467 -2.48618 6.62128 -0.761
N 4.51978 -3.57842 5.22722 -0.730
H 5.28631 -5.85338 6.42803 0.342
H 4.38209 -5.61976 7.86603 0.373
H 5.68671 -4.42787 7.25511 0.320
H 3.21236 -5.08664 5.51689 0.346
H 3.09948 -2.97588 7.67935 0.369
H 2.14132 -4.37783 7.51272 0.357
H 0.31124 -1.57172 6.07179 0.229
H 0.50615 -2.25257 7.68557 0.337
H -0.21297 -3.26250 6.45858 0.264
H 4.80060 -2.70720 5.65408 0.262
H 3.79707 -3.30141 4.57834 0.318
C 8.45268 2.27972 -4.83841 -1.360
C 9.73907 1.67654 -5.40364 0.481
C 9.68994 0.10945 -5.13718 -0.709
O 10.77974 -0.55596 -5.63660 -0.325
C 10.87089 -1.94829 -5.49063 -0.714
N 9.80755 1.95019 -6.82996 -0.752
H 7.55751 2.12746 -5.44139 0.267
H 8.69113 3.34031 -4.75850 0.362
H 8.21699 1.84886 -3.86532 0.337
H 10.57808 2.22072 -4.97000 0.362
H 8.79880 -0.37717 -5.53362 0.363
H 9.79257 -0.08996 -4.07050 0.356
H 11.68232 -2.30176 -6.12681 0.237
H 9.94334 -2.43185 -5.79710 0.299
H 11.21068 -2.15738 -4.47627 0.284
H 10.66023 1.44276 -7.01849 0.261
H 10.10999 2.90881 -6.92843 0.257
C 4.39130 5.19989 -0.07209 -1.210
C 5.53496 5.90442 0.59737 0.419
C 5.10007 7.22775 1.31119 -0.624
O 4.25251 8.05288 0.50605 -0.309
C 4.22181 9.49771 0.81305 -0.745
N 6.43047 5.22678 1.54521 -0.655
H 3.45562 5.46000 0.42282 0.168
H 4.57477 4.12546 -0.07768 0.385
H 4.22412 5.53915 -1.09437 0.359
H 6.15855 6.32454 -0.19177 0.170
H 6.01628 7.81476 1.37502 0.389
H 4.57411 7.12015 2.25982 0.320
H 4.16791 9.71517 1.87978 0.307
H 3.34058 9.99031 0.40211 0.246
H 5.11364 9.92503 0.35464 0.293
H 5.93684 4.94185 2.37902 0.239
H 6.83062 4.35013 1.24276 0.247
C -4.57162 -3.39941 -3.20990 -1.528
C -5.23084 -2.03301 -2.89229 0.475
C -6.83795 -2.06094 -3.01491 -0.513
O -7.11290 -1.32561 -4.17311 -0.261
C -8.52344 -1.22522 -4.35318 -0.811
N -4.77693 -1.82553 -1.49484 -0.759
H -4.98202 -4.15265 -2.53735 0.382
H -3.49544 -3.46187 -3.04854 0.355
H -4.62534 -3.83949 -4.20565 0.364
H -4.83655 -1.26001 -3.55191 0.251
H -7.12727 -1.55282 -2.09501 0.308
H -7.20411 -3.08686 -3.05379 0.310
H -8.47202 -0.42774 -5.09445 0.270
H -9.14617 -0.82069 -3.55527 0.330
H -8.97266 -2.09406 -4.83424 0.294
H -5.27467 -0.96485 -1.31713 0.293
H -3.82150 -1.50590 -1.42356 0.239
```

## Properties
- HOMO level: -8.5034 eV
- Lowest unoccupied orbital energy: 0.102 eV
- Total energy: -4063.974992 Eh